5 unconnected molecules or ions with the total composition C51H84F8N8O10S at a distorted geometry, computed with ωB97M-V/def2-TZVPD.

The geometry in XYZ format:
```
162
Properties=species:S:1:pos:R:3:forces:R:3:mulliken_charge:R:1
C 2.33354 2.55925 3.11082 -0.33 0.21 0.27 -0.886
C 0.71924 2.19850 3.32903 0.83 2.16 -0.37 0.438
O 0.55019 0.80375 2.88027 -3.17 0.02 -2.44 -0.277
C -0.76746 0.59182 2.26121 -4.44 3.39 3.67 0.433
O -1.82002 1.19654 2.87885 6.43 -3.77 -4.19 -0.588
C -1.04299 -0.31948 0.89522 -0.63 -1.20 1.00 -0.551
C -0.05704 -1.64417 0.79318 0.50 0.40 0.82 -0.189
C 0.70843 -1.77548 -0.67736 0.02 1.01 0.52 -0.267
C 2.32949 -1.59952 -0.39939 2.80 0.31 -0.05 0.840
C 3.26889 -2.84120 0.21134 1.96 3.10 -1.38 -0.230
C 2.68020 -4.32329 0.59908 1.25 -0.32 -1.44 0.668
F 1.56755 -4.79833 -0.25687 3.24 1.49 2.91 -0.201
F 3.79909 -5.32005 0.40689 -3.49 2.81 0.76 -0.321
C 2.29533 -4.26451 2.21886 -0.08 0.69 2.53 0.767
F 0.84117 -4.44144 2.47868 5.25 0.33 -0.73 -0.233
F 2.65583 -2.89037 2.71733 -1.45 -4.79 -1.31 -0.227
F 3.15317 -5.20302 3.03297 -3.45 3.16 -2.82 -0.254
C 4.90133 -2.61299 0.49482 -2.09 3.38 -1.42 -0.750
C 5.55505 -1.14411 0.17218 -3.82 0.32 -0.59 0.084
C 4.64795 0.12159 -0.43838 -2.17 -3.84 0.82 -0.271
C 3.02434 -0.14019 -0.74296 2.11 -1.22 1.32 -0.093
C 2.21994 1.15528 -1.39522 -1.10 2.21 -2.53 -0.111
C 2.45469 1.52476 -3.01061 -3.53 3.21 4.04 -0.243
C 1.58487 2.87420 -3.43563 0.17 -1.05 1.69 -0.429
C 0.59110 3.72343 -2.46804 2.78 -3.67 0.80 -0.332
N 0.42904 3.33579 -1.03797 3.35 -2.60 -3.71 -0.354
C 1.21940 2.15505 -0.58851 0.66 -0.44 -1.53 -0.143
N 5.23026 1.48763 -0.72584 1.69 -1.57 2.15 -0.020
C 6.07400 2.00428 0.44935 2.51 1.81 4.01 -0.198
C 5.87377 3.54678 1.06427 2.20 -2.61 1.32 -0.616
C 6.81306 4.07175 2.34466 0.26 -2.89 -1.98 0.110
C 6.50589 5.59512 2.91370 -1.13 -0.76 0.88 0.706
F 5.92341 5.42146 4.29651 1.99 1.06 -4.06 -0.257
F 5.39764 6.24415 2.11983 4.11 -1.72 2.64 -0.259
F 7.70684 6.45410 3.03055 -4.27 -2.48 -0.44 -0.229
C 8.00094 3.10306 3.01248 -1.47 -0.80 -2.75 0.216
C 8.97027 3.56449 4.25534 -0.92 -0.53 0.56 -0.616
N 8.49103 2.83134 5.52215 -0.70 0.45 -0.74 -0.577
C 8.20476 1.58783 2.41900 -2.22 1.41 -1.85 0.651
N 9.25776 0.60117 2.94629 -0.38 2.83 -1.71 -0.615
C 7.24510 1.07100 1.19448 -1.48 2.98 0.40 -0.124
S 7.38635 -0.69998 0.49038 -2.19 1.34 0.55 -0.334
H 2.86294 2.77258 4.15565 -1.05 -0.66 -2.38 0.312
H 2.42168 3.54694 2.46095 -0.19 -2.11 1.37 0.203
H 2.84961 1.67328 2.52105 -0.98 1.84 1.37 0.151
H 0.13612 2.96862 2.62751 1.09 -2.13 1.62 -0.275
H 0.34859 2.38457 4.42415 0.75 -0.66 -2.22 0.267
H -2.14271 -0.75895 1.04459 2.38 1.38 -0.15 0.344
H -1.08650 0.31826 -0.08516 0.43 -0.89 2.10 0.302
H 0.75706 -1.49514 1.65297 -1.68 -0.48 -1.99 0.172
H -0.67733 -2.60448 1.08024 1.29 1.95 -0.78 0.294
H 0.42453 -2.74385 -1.26977 0.87 1.75 1.37 0.042
H 0.29442 -0.86277 -1.32422 1.41 -1.98 1.25 0.287
H 5.61083 -3.44719 0.92479 -1.80 1.80 -0.98 0.333
H 3.16440 0.92822 -3.72358 -1.64 1.33 1.52 0.279
H 1.69891 3.25633 -4.55626 -0.30 -0.94 2.67 0.258
H 0.03131 4.66990 -2.93175 1.30 -2.41 1.44 0.281
H 1.10044 1.88951 0.57168 0.22 0.75 -2.86 0.257
H 5.92640 1.36559 -1.49821 -0.79 0.09 0.66 0.404
H 5.02661 4.21842 0.58073 2.10 -1.49 1.27 0.293
H 8.87706 4.71409 4.50643 0.42 -2.39 -1.02 0.337
H 10.10548 3.22140 4.12555 -2.53 1.02 -0.23 0.188
H 7.87168 3.44483 6.09692 0.68 -0.64 -0.91 0.277
H 7.91194 2.00255 5.25840 0.75 0.98 0.26 0.287
H 10.07497 1.19590 3.26677 -1.33 -0.90 -0.23 0.295
H 9.66170 0.04996 2.13962 -0.94 0.80 1.08 0.276
C 2.88952 -6.22484 -4.82084 0.20 0.09 -0.23 -0.433
O 3.11075 -5.31682 -5.89728 -0.46 -0.34 0.03 -0.401
C 2.05623 -5.32426 -6.86604 0.25 0.70 -0.21 -0.677
C 1.24757 -4.01780 -6.80396 0.09 -0.61 0.47 -0.307
N 0.44300 -3.94810 -5.57930 0.08 0.22 -0.19 0.086
C -0.13552 -2.62126 -5.32900 0.27 -0.19 0.27 -0.907
C 0.84210 -1.44858 -5.11164 -0.49 0.07 0.33 -0.720
O 1.59832 -1.53663 -3.90216 -0.01 0.00 -0.57 0.026
C 2.76023 -2.34957 -3.99191 -0.01 0.17 0.37 -0.608
H 3.81179 -6.29851 -4.24299 -0.02 0.10 -0.09 0.324
H 2.09888 -5.86047 -4.15755 -0.04 -0.20 0.03 -0.010
H 2.63620 -7.22575 -5.19274 -0.06 0.20 0.15 0.369
H 1.40830 -6.20331 -6.77117 0.05 0.11 0.18 0.221
H 2.54289 -5.38018 -7.84743 -0.10 0.01 0.07 0.440
H 0.58537 -3.96379 -7.67405 -0.01 0.01 0.05 0.428
H 1.95768 -3.18843 -6.86028 0.14 0.02 -0.21 0.209
H 1.02379 -4.19543 -4.78370 -0.07 0.00 -0.18 -0.259
H -0.75421 -2.71774 -4.42806 0.07 0.14 -0.10 0.271
H -0.81614 -2.37341 -6.15120 0.11 0.02 -0.02 0.495
H 0.23617 -0.54078 -5.01342 0.05 -0.06 0.07 0.347
H 1.49741 -1.27575 -5.97081 0.14 -0.18 0.01 0.474
H 3.21882 -2.31841 -4.98463 -0.13 -0.10 -0.01 0.438
H 2.52176 -3.37494 -3.70771 0.19 -0.17 -0.15 0.049
H 3.48886 -1.97721 -3.26680 -0.09 0.05 0.00 0.212
C -1.48895 -9.95632 0.31363 -0.10 -0.18 -0.26 -0.612
O -2.11586 -10.21769 -0.93970 -0.07 0.43 0.54 -0.336
C -3.12517 -9.25893 -1.27530 0.01 -0.13 -0.76 -0.785
C -2.66631 -8.36740 -2.44116 0.24 -0.07 0.75 -0.200
N -1.59994 -7.45123 -2.02226 -0.07 -0.12 -0.28 -0.237
C -0.93515 -6.76990 -3.14104 0.18 -0.24 0.21 -0.280
C -0.18945 -7.64777 -4.16643 0.22 0.50 0.07 -0.028
O 0.97333 -8.29404 -3.64420 -0.58 -0.12 -0.16 -0.403
C 0.71229 -9.50811 -2.95366 0.41 0.09 -0.03 -0.545
H -0.88433 -10.82457 0.57914 -0.07 0.01 -0.13 0.237
H -0.82756 -9.08689 0.24676 -0.06 0.07 0.18 0.213
H -2.23393 -9.80161 1.10445 0.12 0.07 -0.10 0.338
H -3.43755 -8.66161 -0.41090 0.24 -0.02 -0.04 0.406
H -3.99690 -9.83601 -1.60719 0.07 0.10 0.02 0.393
H -3.51914 -7.78563 -2.80544 0.05 0.01 0.01 0.352
H -2.33029 -9.02610 -3.24646 -0.17 -0.16 -0.10 0.185
H -0.89698 -7.97109 -1.50549 -0.18 0.08 -0.09 0.070
H -0.20894 -6.07857 -2.69558 -0.02 -0.06 -0.15 -0.197
H -1.67325 -6.15322 -3.66603 0.03 -0.11 -0.05 0.441
H 0.17532 -6.97949 -4.95462 -0.05 -0.03 0.12 -0.170
H -0.84462 -8.36687 -4.66757 -0.03 -0.14 0.17 0.409
H -0.14031 -10.05286 -3.36975 -0.03 0.12 0.09 0.312
H 0.56387 -9.30958 -1.89178 -0.19 -0.19 0.08 0.117
H 1.59859 -10.14237 -3.04033 -0.04 0.10 -0.07 0.311
C -5.66925 4.46996 4.57117 0.06 0.16 -0.24 -0.753
O -5.16942 5.72522 4.11658 -0.23 -0.21 0.58 -0.132
C -4.98102 6.67257 5.17374 0.51 0.41 -0.40 -0.917
C -3.48438 6.91789 5.42775 -0.46 -0.64 0.11 -0.150
N -2.85065 5.74707 6.04382 0.12 0.27 -0.18 -0.322
C -1.38327 5.81255 6.06202 -0.21 -0.32 -0.21 -0.763
C -0.65676 5.86520 4.70277 0.30 -0.30 0.36 -0.594
O -0.76509 4.66341 3.93697 -0.16 0.81 0.18 -0.287
C -1.95933 4.55653 3.17454 0.15 -0.32 -0.10 -0.505
H -5.96399 3.88513 3.69880 0.05 0.14 -0.03 0.167
H -4.89678 3.91319 5.11071 -0.13 -0.05 0.13 0.331
H -6.55171 4.60288 5.20984 0.15 -0.03 -0.02 0.331
H -5.50266 6.38172 6.09290 0.14 -0.17 -0.11 0.411
H -5.42845 7.61175 4.82613 0.06 -0.06 0.07 0.378
H -3.36963 7.78101 6.09133 0.02 -0.04 0.00 0.405
H -3.02287 7.15942 4.46652 -0.08 0.21 -0.12 0.143
H -3.12400 4.91241 5.53383 0.02 0.19 0.09 0.065
H -1.03957 4.91736 6.59519 0.06 0.14 -0.12 0.369
H -1.07698 6.67381 6.66626 -0.03 0.03 -0.11 0.425
H 0.41188 5.98233 4.91538 -0.07 -0.07 -0.02 0.381
H -0.93686 6.73711 4.10379 -0.20 -0.06 -0.06 0.339
H -2.32021 5.52697 2.82126 0.01 0.02 0.15 0.292
H -2.72838 4.04529 3.75438 -0.20 0.07 -0.13 0.000
H -1.74755 3.93229 2.30230 0.00 0.05 0.10 0.351
C -9.95751 3.20868 -0.87268 0.08 0.26 -0.23 -0.688
O -9.45768 4.46394 -1.32727 -0.26 -0.31 0.58 -0.334
C -9.26928 5.41129 -0.27010 0.53 0.46 -0.36 -0.791
C -7.77264 5.65661 -0.01610 -0.47 -0.63 0.13 -0.248
N -7.13892 4.48579 0.59997 0.08 0.24 -0.18 -0.234
C -5.67153 4.55126 0.61817 -0.13 -0.25 -0.18 -0.487
C -4.94502 4.60391 -0.74108 0.29 -0.32 0.43 -0.744
O -5.05335 3.40213 -1.50688 -0.19 0.55 -0.01 -0.427
C -6.24759 3.29525 -2.26931 0.34 -0.30 -0.01 -0.554
H -10.25225 2.62384 -1.74505 0.06 0.12 -0.02 0.234
H -9.18504 2.65190 -0.33314 -0.14 -0.06 0.14 0.279
H -10.83997 3.34160 -0.23401 0.15 -0.04 -0.01 0.333
H -9.79092 5.12044 0.64905 0.14 -0.17 -0.10 0.408
H -9.71671 6.35046 -0.61772 0.06 -0.08 0.07 0.392
H -7.65789 6.51972 0.64748 0.03 -0.06 0.00 0.375
H -7.31113 5.89813 -0.97733 -0.08 0.21 -0.12 0.183
H -7.41226 3.65113 0.08998 0.02 0.20 0.09 0.096
H -5.32783 3.65607 1.15134 0.09 0.14 -0.12 0.341
H -5.36524 5.41253 1.22241 -0.04 0.00 -0.06 0.282
H -3.87639 4.72104 -0.52847 -0.08 -0.09 -0.01 0.410
H -5.22512 5.47583 -1.34006 -0.21 -0.05 -0.07 0.402
H -6.60847 4.26568 -2.62259 -0.04 -0.03 0.14 0.294
H -7.01664 2.78400 -1.68947 -0.25 0.12 -0.08 0.175
H -6.03581 2.67100 -3.14155 0.08 0.07 0.07 0.295
```
Positions in Å, forces in eV/Å.

Computed properties:
- SMILES string = CCOC(=O)CCCc1c(C(F)(F)C(F)(F)F)cc2c(c1-c1cccnc1)Nc1cc(C(F)(F)F)c(CN)c(N)c1S2.COCCNCCOC.COCCNCCOC.COCCNCCOC.COCCNCCOC
- HOMO level (eV) = -8.47
- HOMO-LUMO gap (Ha) = 0.2770